Entry from the OMol25 dataset: C20H35N7STi as an isolated structure in a non-equilibrium geometry (ωB97M-V with the def2-TZVPD basis set).

Computed properties:
Energy relative to the best compared isomer or geometry (same formula, charge and spin) ... 55.4 kJ/mol
Kohn-Sham gap (alpha / beta) ... 5.9 / 8.1 eV
HOMO level (alpha / beta) ... -11.938 / -14.374 eV
<S²> ... 2.0231
Electronic energy ... -2413.63597 Ha

```
! wB97M-V def2-TZVPD RIJCOSX def2/J DEFGRID3
* xyz 2 3
Ti 0.2484 0.3601 0.2983
C 0.4272 4.5324 1.3786
C 0.0652 3.1625 0.9205
N 0.9232 2.2432 0.5977
C 2.3526 2.4917 0.3677
C 2.6833 1.7348 -0.9158
N 2.1453 0.3355 -0.8269
C 3.0202 -0.5628 -0.0194
C 2.3254 -1.9100 0.0909
N 0.9867 -1.6980 0.7053
C -0.0723 -2.6515 0.2637
C -0.6521 -2.1499 -1.0528
N -1.0219 -0.7363 -0.8295
C -2.1926 -0.2556 -1.1912
C -3.1581 -0.9430 -2.0978
C -2.4358 1.0589 -0.6183
C -3.5838 1.8254 -0.6540
C -3.6057 3.0385 0.0278
C -2.4491 3.5183 0.6603
C -1.3110 2.7543 0.6215
N -1.3420 1.5087 0.0550
H 1.3013 4.5086 2.0263
H -0.3948 4.9954 1.9219
H 0.6560 5.1741 0.5211
H 2.9537 2.1304 1.2024
H 2.5768 3.5469 0.2318
H 3.7540 1.7359 -1.1144
H 2.1799 2.2236 -1.7432
H 2.1018 -0.0539 -1.7622
H 3.1371 -0.1291 0.9741
H 4.0072 -0.6610 -0.4667
H 2.9218 -2.6109 0.6711
H 2.1963 -2.3395 -0.9022
H 1.0872 -1.7642 1.7108
H -0.8556 -2.6358 1.0178
H 0.3058 -3.6705 0.1796
H -1.5028 -2.7623 -1.3420
H 0.0921 -2.2254 -1.8474
H -2.6353 -1.4256 -2.9219
H -3.8686 -0.2346 -2.5178
H -3.7302 -1.7110 -1.5680
H -4.4554 1.4877 -1.2011
H -4.5065 3.6381 0.0310
H -2.4466 4.4947 1.1304
C 1.1845 0.2151 6.7175
N 1.0343 -0.3282 5.3549
C 2.2786 -0.8484 4.7973
C 0.0074 0.0241 4.5612
S 0.2612 0.3436 2.8941
N -1.2218 0.1389 5.0769
C -2.3018 0.8019 4.3445
C -1.6702 -0.6184 6.2572
H 2.0825 0.8344 6.7420
H 1.2922 -0.5847 7.4495
H 0.3427 0.8385 6.9867
H 2.8522 -1.2792 5.6153
H 2.8697 -0.0604 4.3272
H 2.0771 -1.6314 4.0723
H -1.9288 1.6802 3.8289
H -3.0595 1.1047 5.0648
H -2.7525 0.1265 3.6153
H -0.9451 -1.3785 6.5198
H -2.6065 -1.1112 6.0006
H -1.8479 0.0316 7.1128
*
```

Just the natural (NBO) charges please, in e? Sure, here they are:
1. Ti 1.443
2. C -0.696
3. C 0.380
4. N -0.580
5. C -0.251
6. C -0.216
7. N -0.668
8. C -0.238
9. C -0.232
10. N -0.684
11. C -0.218
12. C -0.245
13. N -0.606
14. C 0.325
15. C -0.690
16. C 0.109
17. C -0.151
18. C -0.185
19. C -0.160
20. C 0.103
21. N -0.584
22. H 0.249
23. H 0.249
24. H 0.263
25. H 0.217
26. H 0.234
27. H 0.221
28. H 0.225
29. H 0.402
30. H 0.213
31. H 0.231
32. H 0.231
33. H 0.210
34. H 0.418
35. H 0.223
36. H 0.222
37. H 0.231
38. H 0.207
39. H 0.249
40. H 0.248
41. H 0.255
42. H 0.243
43. H 0.247
44. H 0.242
45. C -0.412
46. N -0.414
47. C -0.403
48. C 0.429
49. S -0.312
50. N -0.394
51. C -0.408
52. C -0.414
53. H 0.220
54. H 0.223
55. H 0.223
56. H 0.231
57. H 0.208
58. H 0.206
59. H 0.223
60. H 0.227
61. H 0.210
62. H 0.226
63. H 0.225
64. H 0.221